126
Properties=species:S:1:pos:R:3:forces:R:3:lowdin_spin:R:1 method="wB97M-V/def2-TZVPD" charge=+2 lumo_ev="-6.26 / -7.39" spin_multiplicity=3 de_lowest_kcal_mol=11.5 gap_ev="6.49 / 5.52" homo_energy_ev="-12.75 / -12.91"
W 2.2603 0.1429 0.7475 -0.654 -0.771 0.598 0.79
C 3.0330 -3.0555 0.8967 -0.041 0.028 -0.078 0.00
O 2.1189 -2.0019 0.4858 -0.062 -0.033 0.203 0.03
C 0.8565 -2.4583 -0.0156 0.081 -0.060 -0.109 0.00
C 0.7334 -2.6497 -1.3918 -0.119 -0.006 0.018 0.00
C 1.8619 -2.5050 -2.3941 0.031 -0.045 0.016 0.00
C 2.2167 -1.1348 -2.9492 0.001 0.100 -0.114 0.00
C 2.8157 -1.0517 -4.2020 -0.115 -0.047 0.021 0.00
C 3.2098 0.1558 -4.7744 0.067 0.020 -0.031 0.00
C 2.9938 1.3218 -4.0441 -0.085 0.026 0.023 0.00
C 2.4131 1.2987 -2.7804 -0.032 -0.101 -0.192 0.00
C 2.2819 2.5705 -1.9647 0.055 0.089 0.041 0.00
C 0.9666 2.7743 -1.2418 -0.152 0.031 -0.001 0.00
C -0.1668 3.1098 -1.9759 0.040 -0.009 -0.011 0.00
C -1.4093 3.2867 -1.3809 -0.039 -0.011 0.010 0.00
C -1.5009 3.1074 -0.0007 0.011 -0.054 -0.015 0.00
C -0.4118 2.7654 0.7881 -0.013 -0.069 -0.082 0.00
C -0.6249 2.5678 2.2786 -0.029 0.083 0.015 0.00
C -1.1580 1.2159 2.7125 -0.066 -0.104 0.079 0.02
C -2.2832 1.0957 3.5248 -0.042 0.007 -0.106 0.00
C -2.7255 -0.1367 4.0037 -0.014 -0.002 0.035 0.02
C -2.0154 -1.2863 3.6342 0.022 -0.017 -0.045 0.00
C -0.8997 -1.2215 2.8177 -0.055 0.072 0.085 0.02
C -0.0898 -2.4167 2.3716 0.041 -0.027 0.005 0.00
C -0.1868 -2.6413 0.8749 -0.008 0.001 -0.068 0.00
C -1.4151 -3.0390 0.3479 0.002 0.021 0.031 0.00
C -1.6046 -3.2564 -1.0058 0.038 -0.020 -0.053 0.00
C -0.5084 -3.0606 -1.8501 -0.026 0.085 0.011 0.00
C -2.9335 -3.7248 -1.5888 -0.035 0.030 0.008 0.00
C -4.0320 -3.7943 -0.5272 0.011 -0.015 -0.007 0.00
C -3.3829 -2.7505 -2.6866 -0.022 0.007 0.005 0.00
C -2.7397 -5.1241 -2.1901 -0.003 -0.014 -0.016 0.00
C -0.4937 0.0408 2.3867 0.066 0.123 0.030 0.02
O 0.6199 0.1174 1.6481 0.404 -0.071 -0.372 0.12
C -3.9378 -0.2742 4.9233 0.000 0.000 -0.019 0.00
C -4.9787 -1.1816 4.2529 -0.026 -0.016 -0.008 0.00
C -3.4868 -0.9032 6.2502 -0.015 0.006 0.004 0.00
C -4.5920 1.0736 5.2251 0.002 0.011 0.001 0.00
C 0.8057 2.6305 0.1275 -0.035 0.123 0.098 0.00
O 1.9520 2.2098 0.8888 0.136 0.022 -0.285 0.02
C 2.8538 3.2272 1.4055 -0.041 0.014 -0.094 0.00
C -2.6563 3.6727 -2.1723 0.021 -0.022 -0.024 0.00
C -3.1917 5.0082 -1.6375 -0.013 0.011 0.007 0.00
C -2.3649 3.8281 -3.6650 -0.002 -0.002 0.005 0.00
C -3.7198 2.5803 -1.9935 -0.019 -0.014 0.002 0.00
C 2.0368 0.0615 -2.2692 0.052 -0.004 0.100 0.00
O 1.5427 0.0377 -0.9914 0.459 0.461 0.180 0.01
C 3.8689 0.1581 -6.1538 -0.060 0.004 -0.006 0.00
C 4.1710 1.5729 -6.6464 0.017 0.011 -0.005 0.00
C 2.9327 -0.5149 -7.1681 -0.002 0.002 -0.006 0.00
C 5.1868 -0.6243 -6.0769 0.014 -0.017 -0.004 0.00
H 2.4430 -3.9225 1.1818 0.012 -0.003 0.012 0.00
H 3.6861 -3.3013 0.0613 0.004 -0.018 0.010 0.00
H 3.6086 -2.6821 1.7383 0.012 -0.005 -0.009 0.00
H 2.7724 -2.9778 -2.0121 -0.004 0.071 0.073 0.00
H 1.5736 -3.1094 -3.2548 0.076 -0.053 0.017 0.00
H 2.9658 -1.9733 -4.7525 0.015 -0.003 -0.005 0.00
H 3.2784 2.2798 -4.4581 0.011 0.006 0.002 0.00
H 3.1183 2.6344 -1.2603 -0.031 -0.026 0.013 0.00
H 2.4193 3.4124 -2.6452 0.020 -0.005 0.007 0.00
H -0.0563 3.2228 -3.0462 0.006 0.024 -0.004 0.00
H -2.4599 3.2287 0.4888 -0.003 0.018 0.012 0.00
H 0.2921 2.7938 2.8332 0.042 -0.073 -0.044 0.00
H -1.3576 3.3126 2.5926 0.069 0.040 0.049 0.00
H -2.8217 1.9961 3.7897 0.019 0.009 0.019 0.00
H -2.3486 -2.2563 3.9845 0.013 -0.005 0.016 0.00
H 0.9545 -2.2778 2.6654 -0.018 -0.004 -0.007 0.00
H -0.4506 -3.3087 2.8870 -0.008 0.001 -0.012 0.00
H -2.2370 -3.1718 1.0391 -0.003 -0.015 0.011 0.00
H -0.6236 -3.2304 -2.9137 0.013 -0.016 -0.004 0.00
H -4.2042 -2.8237 -0.0567 0.003 0.008 -0.001 0.00
H -4.9659 -4.1032 -0.9964 -0.005 -0.003 -0.001 0.00
H -3.8015 -4.5248 0.2506 0.001 -0.006 0.003 0.00
H -3.5238 -1.7453 -2.2842 0.003 0.004 0.008 0.00
H -2.6650 -2.6923 -3.5049 0.010 -0.002 -0.004 0.00
H -4.3325 -3.0831 -3.1073 -0.006 -0.001 -0.003 0.00
H -2.3691 -5.8260 -1.4413 -0.010 0.001 0.011 0.00
H -3.6909 -5.5017 -2.5672 -0.003 0.004 -0.013 0.00
H -2.0340 -5.1116 -3.0219 0.013 0.002 0.002 0.00
H -4.5884 -2.1825 4.0647 0.008 -0.004 0.001 0.00
H -5.8519 -1.2856 4.8981 0.001 0.002 0.006 0.00
H -5.3092 -0.7618 3.3013 0.002 0.011 -0.002 0.00
H -3.0766 -1.9038 6.1083 0.011 -0.003 -0.002 0.00
H -2.7285 -0.2856 6.7374 0.001 0.003 0.003 0.00
H -4.3350 -0.9882 6.9305 -0.007 -0.004 -0.005 0.00
H -4.9408 1.5709 4.3183 -0.007 -0.008 -0.010 0.00
H -5.4606 0.9167 5.8641 0.001 -0.002 0.011 0.00
H -3.9146 1.7475 5.7541 0.006 0.002 -0.003 0.00
H 2.4726 4.1964 1.0959 0.008 0.001 0.020 0.00
H 2.8684 3.1343 2.4892 0.011 0.017 -0.002 0.00
H 3.8472 3.0549 0.9975 0.002 0.011 0.003 0.00
H -2.4385 5.7934 -1.7192 0.003 0.003 -0.007 0.00
H -4.0644 5.3152 -2.2150 -0.006 -0.005 -0.002 0.00
H -3.4963 4.9364 -0.5927 0.006 -0.002 0.008 0.00
H -1.6394 4.6210 -3.8565 0.001 0.003 -0.002 0.00
H -1.9957 2.9007 -4.1076 -0.001 -0.007 0.004 0.00
H -3.2847 4.0944 -4.1855 -0.003 0.004 0.004 0.00
H -3.9891 2.4400 -0.9459 -0.003 0.005 0.004 0.00
H -4.6266 2.8549 -2.5337 -0.002 0.002 -0.009 0.00
H -3.3676 1.6240 -2.3853 0.013 -0.002 -0.001 0.00
H 3.2639 2.1727 -6.7408 -0.009 -0.001 0.002 0.00
H 4.8690 2.0969 -5.9903 0.006 -0.007 0.006 0.00
H 4.6322 1.5196 -7.6325 -0.003 -0.003 -0.006 0.00
H 1.9889 0.0270 -7.2471 -0.004 0.001 0.006 0.00
H 3.3999 -0.5267 -8.1536 0.004 0.010 -0.001 0.00
H 2.7096 -1.5477 -6.8992 0.005 -0.005 0.004 0.00
H 5.8801 -0.1540 -5.3761 -0.002 0.003 0.010 0.00
H 5.0272 -1.6562 -5.7612 0.002 -0.005 0.001 0.00
H 5.6657 -0.6476 -7.0566 -0.001 0.001 -0.005 0.00
C 3.5446 0.8049 5.7124 -0.026 -0.015 0.027 0.03
As 1.9863 0.1193 4.7940 0.270 0.006 0.251 0.38
C 1.8898 -1.7262 5.3618 -0.073 0.009 -0.023 0.05
C 0.5420 1.0011 5.7604 -0.042 -0.074 -0.117 0.10
S 3.5734 -0.1053 2.5452 -0.077 0.278 -0.110 0.20
H 3.3686 0.7274 6.7856 0.014 0.021 0.002 0.01
H 3.6982 1.8485 5.4444 0.006 0.003 0.005 0.00
H 4.4253 0.2288 5.4402 -0.007 -0.012 -0.018 0.00
H 2.1483 -1.7643 6.4202 -0.024 -0.013 0.005 0.01
H 2.5928 -2.3306 4.7935 0.012 0.009 -0.005 0.00
H 0.8752 -2.0919 5.2147 0.008 -0.015 -0.003 0.00
H 0.6440 0.6813 6.7990 -0.012 0.018 0.005 0.02
H -0.4242 0.7014 5.3616 0.003 -0.015 -0.001 0.00
H 0.6611 2.0804 5.6933 0.000 -0.001 -0.020 0.00
N 5.2393 0.3098 -0.7942 -0.031 -0.395 0.002 0.07
C 4.2084 0.2205 -0.2881 -0.101 0.186 -0.047 0.06
H 6.1183 0.1361 -1.2480 0.040 0.203 -0.023 0.00



20
Properties=species:S:1:pos:R:3:forces:R:3:lowdin_charge:R:1 method="wB97M-V/def2-TZVPD" lumo_ev=0.65 smiles="C[C@]1([C@@H](N)C=O)C[C@@H]1O" de_lowest_kcal_mol=64.1 gap_ev=9.66 homo_energy_ev=-9.01
C 1.4804 0.2431 0.5926 -1.055 1.305 -1.579 -0.27
C 0.6679 1.4322 1.0158 0.110 0.193 -0.070 -0.05
C -0.2362 0.8954 -1.3421 0.208 -0.367 -0.355 -0.03
C -0.0435 0.4832 0.0896 2.254 -0.432 1.193 -0.36
N -2.2464 -0.7168 0.0306 -0.086 -0.339 -0.107 0.06
C -0.1267 -1.9260 0.3092 -0.793 -1.152 -2.038 -0.18
C -0.9153 -0.6404 0.6185 0.438 0.409 -0.561 -0.33
O 2.4510 0.4163 -0.4258 -0.100 -0.392 0.437 -0.03
O 0.3378 -2.2378 -0.7936 -0.797 0.921 2.345 0.04
H 2.4344 -0.3734 -1.0051 -0.146 0.531 0.524 0.11
H 1.7718 -0.4105 1.4101 -0.315 -0.422 -0.295 0.14
H -2.1632 -0.9407 -0.9616 -0.057 0.078 0.285 0.08
H -2.7074 0.1878 0.0958 0.059 -0.214 0.060 0.08
H -0.1631 -2.6589 1.1319 0.485 -0.144 0.028 0.12
H 0.9719 2.3971 0.6221 -0.156 -0.041 -0.041 0.12
H 0.3569 1.4576 2.0553 0.091 -0.005 0.007 0.11
H -1.0003 -0.5640 1.7079 -0.054 -0.052 -0.064 0.14
H 0.5022 1.6320 -1.6716 -0.155 -0.102 0.215 0.09
H -0.1318 0.0175 -1.9926 -0.076 0.182 0.001 0.08
H -1.2403 1.3064 -1.4870 0.144 0.043 0.014 0.08



39
Properties=species:S:1:pos:R:3:forces:R:3:lowdin_spin:R:1 method="wB97M-V/def2-TZVPD" lumo_ev="0.38 / 0.39" spin_multiplicity=2 de_lowest_kcal_mol=11.6 gap_ev="7.89 / 7.25" homo_energy_ev="-7.50 / -6.86"
V 0.9120 -0.3248 0.5131 0.046 -1.462 -0.083 0.98
O 0.0726 3.1256 0.4037 -0.037 0.095 -0.063 0.00
C 0.9187 2.2752 0.2231 0.165 1.739 -1.142 0.01
O 1.3376 1.4416 1.0943 0.351 -0.094 1.453 0.02
C 1.6170 2.1612 -1.1697 -0.139 0.028 0.611 0.00
C 2.8284 1.2308 -1.0486 1.025 1.158 0.064 0.00
C 3.6889 1.2319 -2.3172 0.010 -0.094 0.273 0.00
C 2.7717 0.4773 -3.2966 -0.143 -0.171 0.041 0.00
C 1.5840 0.1199 -2.3812 -0.415 -0.026 -1.445 0.00
O 2.2015 -0.0528 -1.1086 0.066 -0.660 0.449 0.01
C 0.7262 1.3830 -2.1729 -0.586 -0.151 0.066 0.00
C -0.6513 0.9818 -1.6014 -0.149 0.720 -1.366 0.00
O -1.6644 1.1899 -2.2400 0.076 0.056 -0.050 0.00
O -0.6432 0.3776 -0.4696 0.043 -0.708 0.850 0.01
H 1.8504 3.1647 -1.5278 0.025 -0.109 0.072 0.00
H 3.3811 1.3373 -0.1107 -0.176 -0.089 -0.269 0.00
H 4.6152 0.6829 -2.1320 -0.072 0.087 -0.055 0.00
H 3.9409 2.2367 -2.6490 -0.015 0.036 0.054 0.00
H 3.2509 -0.4166 -3.6896 -0.009 -0.021 -0.039 0.00
H 2.4533 1.1042 -4.1273 -0.047 -0.112 -0.040 0.00
H 1.0277 -0.7814 -2.6573 0.145 0.178 0.147 0.00
H 0.5484 1.9307 -3.1030 0.068 -0.196 0.193 0.00
O 0.3156 -2.3518 0.3911 1.386 -1.103 -1.299 -0.01
C -0.3404 -1.7187 1.2283 -3.180 0.464 -0.238 -0.02
O 0.1681 -1.1169 2.2330 1.564 0.526 1.830 -0.01
C -1.8740 -1.5315 1.1070 0.482 -0.704 -0.613 0.00
N -2.1245 -0.2976 1.9083 0.587 0.655 0.041 0.00
C -3.1215 -0.5903 2.9513 -0.441 -0.257 0.580 0.00
C -2.8954 -2.0772 3.2074 -0.081 -0.142 -0.086 0.00
C -2.6910 -2.6260 1.7954 -0.023 0.050 0.094 0.00
H -2.1300 -1.3972 0.0538 0.065 0.144 0.286 0.00
H -2.2880 0.5302 1.3259 0.026 -0.219 0.001 0.00
H -1.1456 -0.2092 2.3652 -0.738 0.128 -0.205 0.00
H -4.1320 -0.4082 2.5769 0.165 0.048 -0.058 0.00
H -2.9463 0.0242 3.8349 -0.007 0.080 -0.177 0.00
H -3.7346 -2.5480 3.7095 -0.063 0.052 0.131 0.00
H -1.9971 -2.2297 3.8085 -0.027 0.057 0.013 0.00
H -3.6551 -2.7449 1.2955 0.052 -0.010 0.005 0.00
H -2.1767 -3.5854 1.7755 0.001 0.027 -0.027 0.00



9
Properties=species:S:1:pos:R:3:forces:R:3:lowdin_charge:R:1 method="wB97M-V/def2-TZVPD" lumo_ev=0.59 smiles=N#C[C@]1(O)CO1 de_lowest_kcal_mol=76.2 gap_ev=12.04 homo_energy_ev=-11.45
C 1.0714 0.3753 1.0675 -0.184 0.352 0.254 -0.12
C -1.2085 0.1284 -0.0957 -0.291 2.010 2.102 -0.05
C 0.2363 -0.0244 -0.0382 2.548 -0.633 -2.400 -0.44
N 1.6154 0.5187 2.0626 0.346 0.288 0.225 0.20
O -0.6007 -1.0445 0.3732 0.374 -1.848 -1.057 0.04
O 1.1947 -0.1050 -1.2129 -0.933 2.342 4.768 0.04
H -1.6180 0.6740 0.8088 -0.100 -0.220 -1.688 0.15
H -1.6903 0.1381 -1.0567 -0.302 -0.124 -0.130 0.12
H 0.9997 -0.6605 -1.9085 -1.458 -2.166 -2.072 0.04



62
Properties=species:S:1:pos:R:3:forces:R:3:lowdin_charge:R:1 method="wB97M-V/def2-TZVPD" charge=-2 lumo_ev=3.95 gap_ev=3.42 homo_energy_ev=0.53
Be -0.5418 0.2802 -0.7572 0.040 -0.136 -0.083 0.05
O -1.4070 -3.0232 3.7999 0.020 -0.030 -0.183 -0.06
C -0.6879 -2.1288 4.3499 -0.161 0.085 -0.030 -0.63
O -0.4275 -2.0636 5.5562 0.042 -0.036 0.009 -0.07
C -0.1289 -1.0387 3.4331 0.008 -0.048 -0.049 -0.07
C 0.9012 -0.2388 3.7505 -0.169 0.120 0.105 -0.58
Cl 1.8331 -0.2740 5.2051 0.088 0.008 -0.048 0.71
N 1.2400 0.6725 2.7204 0.393 -0.321 -0.142 -0.03
N 0.3401 0.4031 1.6157 0.043 -0.057 -0.105 0.00
C -0.5218 -0.6877 2.0656 -0.132 0.012 -0.002 -0.11
C -1.3951 -1.2690 1.1987 0.229 -0.020 -0.130 -0.44
O -2.1946 -2.3166 1.5213 0.041 -0.206 0.214 0.00
O -1.4937 -0.9535 -0.0720 -0.178 0.232 0.170 -0.15
C 1.5267 2.0297 2.9013 -0.153 0.256 0.040 -0.21
C 0.8825 2.9890 2.1004 -0.019 -0.002 0.048 -0.01
C 1.1990 4.3294 2.2111 0.024 0.045 0.014 -0.10
C 2.1688 4.7765 3.1046 -0.020 -0.042 -0.019 -0.15
C 2.8240 3.8317 3.8807 0.015 0.013 0.029 -0.13
C 2.5232 2.4810 3.7806 -0.008 -0.032 -0.049 -0.07
H -1.8947 -2.6750 2.4419 -0.056 0.135 0.035 0.04
H 0.1502 2.6466 1.3849 0.023 0.006 0.003 0.09
H 0.6791 5.0379 1.5749 -0.007 -0.002 0.005 0.09
H 2.4181 5.8288 3.1790 0.001 0.002 0.001 0.07
H 3.5995 4.1419 4.5741 0.004 -0.001 -0.005 0.08
H 3.0801 1.7730 4.3713 0.002 -0.033 0.014 0.05
C -3.1647 -3.2670 -1.3549 -0.021 0.021 0.020 -0.01
N -2.6221 -2.4260 -2.4561 0.028 0.006 0.051 -0.16
C -3.2232 -1.0579 -2.4138 0.060 0.006 0.074 0.00
C -1.0868 -2.4655 -2.4186 0.026 -0.016 0.007 -0.09
C -0.4601 -1.3678 -3.2187 0.004 0.056 0.022 -0.27
C -0.1972 -1.5847 -4.5755 -0.009 -0.004 -0.003 -0.10
C 0.3629 -0.5763 -5.3417 0.002 -0.015 -0.018 -0.14
C 0.6596 0.6370 -4.7220 0.008 0.022 -0.011 -0.12
C 0.3895 0.8270 -3.3743 0.007 -0.017 0.039 -0.09
C -0.1906 -0.1577 -2.5486 -0.006 -0.121 -0.045 -0.05
H -4.2459 -3.3439 -1.4667 -0.003 -0.007 -0.020 0.09
H -2.9034 -2.7914 -0.4033 0.040 -0.039 -0.030 0.08
H -2.7065 -4.2533 -1.4144 -0.007 0.004 0.001 0.10
H -2.8885 -2.8371 -3.3470 0.014 0.015 -0.017 0.16
H -2.9354 -0.6010 -1.4662 0.010 -0.011 -0.007 0.08
H -4.3040 -1.1805 -2.4920 0.002 0.005 -0.006 0.09
H -2.8300 -0.4744 -3.2405 -0.001 0.002 0.002 0.10
H -0.8322 -3.4642 -2.7852 -0.042 -0.017 -0.014 0.12
H -0.8395 -2.3520 -1.3657 0.002 -0.005 -0.012 0.11
H -0.4119 -2.5529 -5.0287 -0.001 -0.005 0.006 0.09
H 0.5804 -0.7331 -6.3929 0.001 0.000 0.003 0.08
H 1.1094 1.4363 -5.3052 0.005 -0.001 0.008 0.08
H 0.6384 1.7822 -2.9208 -0.004 0.013 -0.009 0.09
C -1.5141 1.8305 -0.7281 0.060 0.088 -0.069 -0.15
H -2.5190 1.6863 -1.1677 0.003 -0.005 -0.016 -0.04
H -1.0778 2.6879 -1.2679 0.025 -0.022 0.025 -0.04
H -1.6881 2.1633 0.3050 -0.025 -0.019 0.010 -0.03
C 3.2298 1.1055 0.3767 -0.044 0.013 -0.056 -0.15
O 1.8881 1.2058 -0.0406 -0.012 0.183 0.080 -0.18
C 0.9721 0.1414 0.2856 -0.197 -0.131 0.109 -0.39
C 1.6979 -1.2045 0.2574 0.083 0.081 -0.015 -0.06
H 3.8024 0.4165 -0.2617 0.006 0.009 -0.001 0.07
H 3.3457 0.7794 1.4124 -0.019 0.004 0.046 0.07
H 3.6649 2.1043 0.2806 -0.001 0.003 0.004 0.08
H 2.4249 -1.3399 1.0719 0.002 -0.012 -0.016 0.07
H 2.2260 -1.3055 -0.6971 -0.033 -0.028 0.005 0.07
H 0.9762 -2.0189 0.3343 -0.036 -0.005 0.011 0.07



10
Properties=species:S:1:pos:R:3:forces:R:3:lowdin_charge:R:1 method="wB97M-V/def2-TZVPD" charge=+1 lumo_ev=-5.93 de_lowest_kcal_mol=10.7 gap_ev=8.75 homo_energy_ev=-14.67
C 0.1568 -2.3801 -1.2393 -0.067 2.971 2.752 0.37
C -0.9674 0.5138 0.3549 -0.030 -0.098 -1.093 0.07
C 0.0928 -0.3441 0.2707 -0.788 1.366 1.972 -0.72
N 0.1037 -1.4445 -0.5503 -0.327 -2.719 -2.676 0.10
Cl 0.9667 2.9952 -0.2392 -0.058 -0.305 1.040 0.32
Cl 1.4723 -0.4422 1.3783 -0.980 0.428 -0.855 0.72
H 0.1963 -3.3610 -1.6431 0.000 -0.458 -0.602 0.14
H -1.8749 0.4678 -0.3304 1.498 -0.393 0.758 0.13
H -1.0257 1.4289 0.9931 0.475 -1.338 -0.261 0.08
H 0.8795 2.5663 1.0054 0.279 0.545 -1.036 -0.21



The evaluated max |F| for the records listed, in turn: 1.17, 2.64, 3.22, 5.39, 0.53, 4.05 eV Å⁻¹.